Record 1
19
Properties=species:S:1:pos:R:3:lowdin_charge:R:1 method="wB97M-V/def2-TZVPD" gap_ev=9.790 max_force_ev_per_a=1.39 homo_ha=-0.3258 smiles="CCC/N=C/N.O" energy_ev=-9369.8749 de_lowest_ev=1.319
C 2.400 -1.910 0.231 -0.125
C 1.096 -1.123 0.116 -0.259
C 1.181 -0.064 -0.967 -0.258
N 0.097 0.902 -0.946 0.012
C -0.037 1.801 -0.087 -0.333
N -0.991 2.798 -0.186 0.059
H 3.302 -1.318 0.344 0.066
H 2.579 -2.433 -0.706 0.068
H 2.337 -2.642 1.032 0.068
H 0.936 -0.657 1.082 0.093
H 0.301 -1.857 -0.044 0.111
H 2.105 0.512 -0.812 0.111
H 1.236 -0.484 -1.970 0.107
H 0.479 1.826 0.874 0.124
H -0.720 3.667 0.249 0.075
H -1.322 2.950 -1.130 0.085
O -3.211 -1.865 1.213 -0.061
H -2.931 -0.968 1.416 0.029
H -3.788 -2.126 1.936 0.029

***

Record 2
18
Properties=species:S:1:pos:R:3:lowdin_charge:R:1 method="wB97M-V/def2-TZVPD" gap_ev=10.239 max_force_ev_per_a=1.43 homo_ha=-0.3457 smiles=OCCCNCO energy_ev=-9910.6924 de_lowest_ev=1.550
O -1.703 -1.254 -0.954 -0.084
C -1.949 0.152 -0.856 -0.263
C -1.453 0.680 0.468 -0.189
C -0.143 0.100 0.923 -0.252
N 0.897 0.247 -0.100 -0.062
C 2.067 -0.488 0.308 -0.324
O 3.110 -0.427 -0.648 -0.045
H -0.772 -1.370 -1.170 0.070
H -3.043 0.255 -0.936 0.119
H -1.508 0.630 -1.736 0.111
H -1.368 1.782 0.410 0.119
H -2.202 0.485 1.234 0.113
H 0.183 0.591 1.882 0.130
H -0.192 -0.959 1.134 0.110
H 1.079 1.209 -0.356 0.123
H 2.447 -0.183 1.297 0.120
H 1.796 -1.550 0.471 0.124
H 2.753 0.101 -1.371 0.078

***

Record 3
67
Properties=species:S:1:pos:R:3:lowdin_charge:R:1 method="wB97M-V/def2-TZVPD" gap_ev="5.697 / 5.777" max_force_ev_per_a=0.90 homo_ha="-0.2555 / -0.2560" energy_ev=-354052.4948 de_lowest_ev=0.597 multiplicity=5
Cr -0.291 -0.081 0.935 0.402
C -1.149 -3.701 0.386 -0.014
C -0.203 -3.281 1.470 -0.303
C 0.379 -4.180 2.341 -0.033
C 1.214 -3.696 3.351 -0.041
C 1.435 -2.347 3.505 -0.013
C 0.795 -1.471 2.615 -0.436
N 0.054 -1.974 1.597 0.019
N 0.783 -0.102 2.605 -0.134
Si 0.629 0.710 4.171 0.426
C 0.035 2.457 3.865 -0.188
C 2.344 0.792 4.959 -0.179
C -0.504 -0.282 5.270 -0.175
H -0.629 -3.814 -0.569 0.082
H -1.937 -2.956 0.274 0.060
H -1.607 -4.657 0.633 0.087
H 0.167 -5.236 2.249 0.110
H 1.679 -4.394 4.035 0.113
H 2.058 -1.952 4.294 0.099
H 0.744 3.183 4.271 0.034
H -0.928 2.640 4.347 -0.007
H -0.104 2.668 2.804 -0.021
H 3.112 0.983 4.205 0.027
H 2.609 -0.126 5.487 0.014
H 2.385 1.605 5.688 0.028
H -1.185 -0.908 4.689 0.030
H -1.138 0.377 5.865 -0.002
H 0.057 -0.920 5.958 0.030
Se -5.509 2.459 1.340 -0.071
Sb -3.762 1.841 2.947 -0.285
Se -4.120 0.948 5.126 -0.112
Se -2.861 4.040 2.459 -0.059
Se -2.588 0.015 1.431 0.198
C 0.047 1.332 -6.143 -0.040
C 0.434 1.601 -4.716 -0.260
C -0.528 2.005 -3.786 -0.019
C -0.192 2.252 -2.467 -0.051
C 1.131 2.093 -2.074 -0.411
C 2.105 1.689 -2.974 -0.084
C 1.752 1.456 -4.295 -0.035
S 1.567 2.218 -0.354 0.993
C 1.580 3.984 -0.120 -0.199
O 0.313 1.800 0.391 -0.609
H -0.923 0.835 -6.201 0.080
H 0.784 0.705 -6.642 0.075
H -0.032 2.268 -6.699 0.092
H -1.559 2.112 -4.100 0.127
H -0.950 2.520 -1.739 0.131
H 3.126 1.539 -2.642 0.114
H 2.506 1.133 -5.002 0.120
H 0.564 4.351 -0.262 0.077
H 2.267 4.424 -0.840 0.069
H 1.912 4.169 0.900 0.065
F -1.728 -2.107 -5.680 0.150
C -0.583 -2.376 -5.039 -0.580
F 0.423 -1.839 -5.757 0.140
F -0.410 -3.706 -5.042 0.162
C -0.584 -1.828 -3.631 -0.093
C 0.620 -1.735 -2.943 0.027
C 0.595 -1.212 -1.672 -0.100
N -0.537 -0.788 -1.089 -0.019
C -1.690 -0.905 -1.738 -0.114
C -1.757 -1.427 -3.026 0.047
H 1.553 -2.047 -3.392 0.137
H 1.505 -1.104 -1.089 0.131
H -2.569 -0.557 -1.204 0.059
H -2.707 -1.496 -3.537 0.133

***

Record 4
81
Properties=species:S:1:pos:R:3:lowdin_charge:R:1 method="wB97M-V/def2-TZVPD" gap_ev=6.998 max_force_ev_per_a=2.85 homo_ha=-0.2900 energy_ev=-190562.6418 de_lowest_ev=0.357
O -1.288 -2.030 -1.168 -0.247
O 0.942 1.415 -4.709 -0.174
C -0.211 -2.928 -1.641 -0.234
C -0.876 -4.281 -1.825 -0.079
H 0.557 -2.910 -0.868 0.107
H 0.215 -2.578 -2.604 0.104
H -1.165 -4.643 -0.811 0.089
H -0.161 -4.996 -2.272 0.079
H -1.794 -4.224 -2.428 0.076
C -1.820 -1.099 -2.124 -0.244
C -1.551 -1.361 -3.607 -0.082
H -1.417 -0.102 -1.854 0.100
H -2.919 -1.154 -1.948 0.117
H -0.617 -0.905 -3.981 0.070
H -2.360 -0.882 -4.147 0.073
H -1.538 -2.431 -3.884 0.077
C 0.553 2.456 -3.825 -0.297
C 2.343 1.152 -4.618 -0.286
C -0.899 2.794 -4.105 -0.073
H 1.169 3.387 -3.961 0.127
H 0.682 2.100 -2.798 0.100
H -1.065 3.006 -5.171 0.084
H -1.204 3.675 -3.534 0.075
H -1.532 1.949 -3.821 0.062
C 2.748 0.423 -5.881 -0.080
H 2.486 0.527 -3.723 0.111
H 2.963 2.075 -4.517 0.124
H 2.108 -0.443 -6.043 0.073
H 3.787 0.088 -5.824 0.074
H 2.668 1.089 -6.755 0.082
H 2.182 -0.395 0.485 -0.030
Be -1.225 -1.123 2.013 0.196
C 2.299 -0.229 -0.572 -0.179
Si 3.709 0.555 0.327 0.453
H 2.466 -1.204 -1.094 0.051
H 1.505 0.385 -1.006 0.022
C 5.087 -0.421 -0.464 -0.183
C 3.460 0.059 2.172 -0.171
C 3.137 2.333 0.294 -0.173
C -2.643 -1.682 1.352 -0.254
Si -3.714 -0.136 1.267 0.440
H -3.218 -2.502 1.828 0.039
H -2.371 -2.060 0.346 0.009
C -5.175 -0.850 0.317 -0.194
C -3.030 1.356 0.327 -0.186
C -4.003 0.405 3.053 -0.181
H 2.517 2.557 -0.588 0.023
H 3.990 3.019 0.294 0.024
H 2.519 2.538 1.187 0.028
H 4.900 -1.486 -0.341 0.041
H 6.050 -0.179 -0.020 0.018
H 5.095 -0.210 -1.537 0.032
H 3.053 -0.956 2.347 0.040
H 2.759 0.748 2.679 0.024
H 4.442 0.113 2.673 0.031
H -3.720 1.602 -0.490 0.033
H -2.029 1.183 -0.093 0.009
H -2.984 2.220 1.003 0.021
H -4.889 1.052 3.103 0.029
H -3.144 0.964 3.457 0.011
H -4.164 -0.477 3.689 0.038
H -6.126 -0.400 0.625 0.019
H -5.209 -1.930 0.522 0.028
H -5.048 -0.714 -0.766 0.020
Br 1.625 -3.593 4.688 0.784
C 0.846 -1.882 4.924 -0.595
C 0.981 -1.134 6.104 -0.147
C 0.588 0.199 6.162 -0.591
Br 0.733 1.172 7.816 0.730
C 0.049 0.866 4.996 -0.188
C -0.132 2.253 4.804 -0.001
C -0.423 2.691 3.530 -0.029
C -0.643 1.778 2.479 -0.088
N -0.755 0.460 2.677 0.121
C -0.278 0.019 3.923 -0.111
C 0.112 -1.361 3.845 -0.367
O -0.146 -1.996 2.732 -0.073
H 1.420 -1.595 6.970 0.098
H 0.058 2.926 5.635 0.095
H -0.511 3.765 3.313 0.120
H -0.810 2.127 1.460 0.106

***

Record 5
7
Properties=species:S:1:pos:R:3:lowdin_charge:R:1 method="wB97M-V/def2-TZVPD" total_charge=-1 gap_ev=7.460 max_force_ev_per_a=3.72 homo_ha=-0.1275 energy_ev=-17488.2767 de_lowest_ev=2.734
C 0.380 -0.194 -0.854 -0.477
N -0.784 -0.383 2.387 -0.502
O 1.500 0.425 -1.115 -0.266
O -0.475 0.829 0.075 -0.557
S -0.771 0.841 1.610 0.673
H -0.356 -0.358 -1.670 0.074
H 0.506 -1.161 -0.433 0.056

***

Record 6
109
Properties=species:S:1:pos:R:3:lowdin_charge:R:1 method="wB97M-V/def2-TZVPD" total_charge=-2 gap_ev=5.696 max_force_ev_per_a=2.10 homo_ha=-0.0816 energy_ev=-168672.2324 de_lowest_ev=0.966
Cs 0.356 0.690 -1.029 0.983
Cl 7.741 3.154 -3.326 0.600
C 6.145 2.413 -3.351 -0.630
C 5.759 1.700 -4.451 -0.216
C 4.493 1.107 -4.505 -0.649
I 3.931 0.068 -6.234 0.810
C 3.534 1.167 -3.462 -0.500
O 2.387 0.647 -3.506 -0.193
C 3.996 1.942 -2.292 -0.158
N 3.109 2.061 -1.271 0.036
C 3.417 2.776 -0.217 -0.168
C 4.655 3.433 -0.086 -0.062
C 5.571 3.324 -1.091 -0.043
C 5.268 2.567 -2.248 -0.185
H 6.442 1.601 -5.285 0.079
H 2.668 2.839 0.570 0.071
H 4.867 4.004 0.810 0.099
H 6.533 3.816 -1.024 0.078
C -4.530 -4.615 2.327 -0.074
C -3.954 -3.198 2.329 -0.382
C -4.066 -2.568 3.723 -0.068
C -4.605 -2.305 1.281 -0.143
C -5.968 -2.030 1.388 -0.067
C -6.599 -1.141 0.535 -0.103
C -5.843 -0.480 -0.426 -0.053
C -4.484 -0.722 -0.566 -0.137
C -3.662 0.016 -1.602 -0.380
C -3.764 -0.639 -2.980 -0.052
C -4.017 1.503 -1.676 -0.066
C -3.858 -1.680 0.259 -0.176
N -2.497 -1.936 0.071 0.094
C -2.164 -3.164 -0.113 -0.135
C -0.860 -3.727 -0.210 -0.340
C -0.627 -5.113 -0.337 -0.092
C 0.755 -5.268 -0.341 -0.086
C 1.285 -3.954 -0.223 -0.314
N 0.322 -3.033 -0.147 0.126
C 2.757 -3.600 -0.173 -0.557
C 3.359 -4.096 1.150 -0.055
C 3.496 -4.278 -1.335 -0.059
C 2.948 -2.092 -0.282 -0.075
H -4.010 -5.245 3.056 0.073
H -4.424 -5.077 1.342 0.071
H -5.595 -4.609 2.583 0.067
H -2.893 -3.275 2.101 0.115
H -5.111 -2.480 4.036 0.068
H -3.628 -1.566 3.728 0.084
H -3.539 -3.177 4.465 0.071
H -6.543 -2.514 2.173 0.099
H -7.661 -0.947 0.628 0.086
H -6.323 0.244 -1.077 0.101
H -2.624 -0.086 -1.286 0.075
H -4.789 -0.573 -3.361 0.075
H -3.483 -1.695 -2.930 0.079
H -3.095 -0.138 -3.687 0.072
H -5.000 1.658 -2.138 0.067
H -3.268 2.028 -2.272 0.046
H -4.034 1.953 -0.680 0.089
H -2.965 -3.916 -0.195 0.121
H -1.384 -5.885 -0.405 0.079
H 1.311 -6.194 -0.420 0.076
H 3.243 -5.179 1.249 0.074
H 2.849 -3.627 1.997 0.067
H 4.427 -3.850 1.209 0.077
H 3.433 -5.368 -1.262 0.068
H 4.555 -3.993 -1.334 0.076
H 3.060 -3.977 -2.291 0.089
H 2.478 -1.576 0.559 0.056
H 2.492 -1.721 -1.201 0.060
H 4.015 -1.842 -0.294 0.087
C 1.024 3.930 -3.133 -0.147
P -0.348 2.955 -3.749 0.511
C 0.205 2.140 -5.243 -0.168
C -1.568 4.177 -4.270 -0.177
O -0.926 2.001 -2.750 -0.694
H 1.221 4.776 -3.794 0.059
H 1.909 3.299 -3.063 0.030
H 0.761 4.286 -2.133 0.053
H 0.658 2.842 -5.948 0.058
H -0.655 1.650 -5.705 0.055
H 0.947 1.391 -4.945 0.022
H -1.175 4.822 -5.060 0.048
H -1.841 4.780 -3.401 0.053
H -2.456 3.652 -4.628 0.050
F -0.975 4.826 -0.360 -0.005
C -1.044 4.333 0.934 -0.272
C -0.361 3.203 1.279 0.007
C -0.537 2.850 2.580 -0.264
F 0.077 1.712 3.085 -0.045
C -1.301 3.533 3.507 -0.164
F -1.422 3.127 4.793 0.064
C -1.962 4.674 3.098 -0.162
F -2.715 5.379 3.963 0.077
C -1.835 5.081 1.783 -0.170
F -2.480 6.201 1.380 0.067
C 1.385 -0.988 3.537 -0.235
As 2.498 0.362 4.337 0.604
C 3.559 -0.717 5.550 -0.291
C 1.380 1.389 5.536 -0.262
S 3.757 1.511 3.150 0.037
H 0.957 -1.583 4.344 0.040
H 2.026 -1.616 2.922 0.012
H 0.592 -0.578 2.918 0.032
H 2.928 -1.291 6.232 0.028
H 4.203 -0.042 6.107 0.021
H 4.176 -1.389 4.957 0.027
H 1.631 1.123 6.561 0.023
H 0.326 1.202 5.335 0.023
H 1.594 2.436 5.351 0.029

***

Record 7
20
Properties=species:S:1:pos:R:3:lowdin_charge:R:1 method="wB97M-V/def2-TZVPD" gap_ev="6.482 / 10.602" max_force_ev_per_a=5.17 homo_ha="-0.1984 / -0.3506" energy_ev=-8373.0210 de_lowest_ev=1.261 multiplicity=2
C -1.485 -0.120 1.050 -0.287
C -1.153 -0.855 -0.277 -0.240
C -0.385 0.080 -1.190 -0.218
N 3.145 -0.491 -0.178 0.008
C 1.850 -0.399 -0.087 -0.300
C 0.935 0.681 -0.466 -0.210
N -1.975 1.288 0.693 -0.022
H -2.366 -0.660 1.569 0.115
H -0.688 -0.075 1.840 0.108
H -2.221 -1.064 -0.683 0.124
H -0.747 -1.879 -0.052 0.104
H 0.041 -0.306 -2.145 0.106
H -0.949 0.970 -1.523 0.092
H 3.505 -1.198 0.487 0.106
H 3.792 -0.157 -0.865 0.084
H 1.428 -1.427 0.205 0.116
H 1.467 1.407 -1.104 0.108
H 0.628 1.251 0.429 0.086
H -1.841 1.657 1.662 0.073
H -2.977 1.298 0.633 0.049

***

Record 8
18
Properties=species:S:1:pos:R:3:lowdin_charge:R:1 method="wB97M-V/def2-TZVPD" gap_ev=10.881 max_force_ev_per_a=3.38 homo_ha=-0.3547 smiles=CC1CCCC1 energy_ev=-6414.6159 de_lowest_ev=2.325
C -1.074 -1.810 -0.947 -0.089
C -0.254 -0.538 -0.612 -0.269
C 0.889 -0.693 0.345 -0.275
C 1.458 0.676 0.612 -0.168
C 0.127 1.841 0.545 -0.161
C -1.051 0.939 0.223 -0.114
H -1.186 -2.467 -0.074 0.067
H -0.647 -2.442 -1.750 0.075
H -2.076 -1.531 -1.285 0.063
H 0.057 -0.041 -1.538 0.118
H 1.944 -0.963 0.085 0.118
H 0.582 -1.306 1.209 0.117
H 2.070 0.616 1.535 0.100
H 2.088 0.975 -0.235 0.087
H 0.182 2.302 1.535 0.076
H 0.284 2.623 -0.229 0.090
H -1.587 0.638 1.137 0.088
H -1.753 1.273 -0.545 0.078